(1)
Formula: C17H26K2N3O9S2
Source: the OMol25 dataset
Level of theory: ωB97M-V/def2-TZVPD

Positions of all 59 atoms, in Å:
C 4.056 -3.204 -1.440
H -1.369 -1.202 1.846
C 4.180 1.547 0.800
C -0.648 -1.629 1.140
K 0.814 -4.040 -1.228
H 0.824 2.016 -4.915
C 3.614 0.658 1.710
O -1.031 -2.846 0.554
H 1.712 0.487 2.490
O 2.410 0.354 -3.501
H -3.850 2.446 -1.385
C 0.793 2.014 -3.826
H -2.678 3.769 -1.178
C -3.020 2.812 -0.783
C 3.724 -1.880 -1.239
H 2.846 -0.937 0.503
H 0.949 2.235 0.838
C 1.958 1.854 0.872
C -5.705 -0.046 1.636
H -0.610 -0.880 0.342
H -6.389 0.567 1.069
C 3.769 -3.917 -0.274
O 0.092 0.893 -3.324
H -2.177 0.765 -1.097
H 2.911 2.333 -3.814
H -7.343 -0.711 2.771
C -4.348 -0.368 1.660
H 2.462 1.900 -2.215
H -1.045 2.129 -1.197
H 3.846 -1.051 -1.917
O -3.352 3.139 0.578
O 0.860 -1.222 -2.161
H 0.334 -1.683 1.631
C 3.124 -3.043 0.578
H 4.344 -3.674 -2.369
H -5.608 -2.305 3.983
H 5.235 1.603 0.580
C -1.914 1.732 -0.673
N 2.308 0.915 1.800
C -4.142 -1.212 2.753
H 4.119 -4.890 0.035
O -1.047 3.677 1.579
C -5.408 -1.537 3.253
H 2.664 -3.281 1.525
N -6.349 -0.743 2.626
H 0.331 2.900 -3.396
H 3.228 3.143 -0.400
S -2.139 2.751 1.615
N 3.120 -1.763 -0.012
O 0.833 -1.186 -4.667
H -3.217 -1.635 3.110
S 1.010 -0.487 -3.434
O -2.599 2.355 2.918
C 3.153 2.332 0.307
H -3.614 -0.053 0.938
O -1.656 1.497 0.736
K -0.510 -4.936 2.598
C 2.214 1.701 -3.259
H 3.931 -0.166 2.332

HOMO-LUMO gap, eV: 6.0
Calculated total energy, eV: -95260.0632
Net charge: +1
Largest force on an atom, eV/A: 3.22
M, g/mol: 558.737
LUMO level, eV: -3.6



(2)
Formula: C17H26N2O3
Source: the OMol25 dataset
Level of theory: ωB97M-V/def2-TZVPD

Positions of all 48 atoms, in Å:
H -3.993 0.010 -2.152
N -2.233 0.915 -0.080
H 0.903 4.091 0.624
C 3.394 -0.461 0.477
C -4.565 0.448 -0.280
H -2.951 -0.608 1.600
O 2.405 -0.078 -0.669
C 3.744 -2.567 -0.612
H -4.298 -1.756 2.049
C -0.538 2.457 0.147
C 0.813 2.992 0.366
C 5.447 -1.587 1.137
N -3.537 -1.461 -0.911
H -5.525 1.393 -0.302
C 4.390 -1.137 -0.036
C 0.080 0.326 -0.218
H 4.871 -0.795 -0.803
C -0.924 1.254 -0.063
H 3.055 -2.499 -1.369
C 1.959 2.245 0.070
O -3.375 2.694 0.282
H -3.270 -2.098 -1.729
C -3.344 1.684 -0.297
H 5.047 -2.077 1.974
C 3.889 2.618 -0.906
H -5.533 -0.708 -1.507
O 3.250 2.612 0.211
H -2.362 -0.151 -0.532
H 6.338 -2.366 0.681
H -5.983 -0.611 0.909
H 3.994 1.482 -1.416
H -3.178 -2.908 0.369
H -4.876 -2.621 0.261
H -1.407 3.183 0.556
H 3.499 3.225 -1.662
C -4.387 -0.239 -1.430
H 3.442 -3.377 0.224
H 4.633 -3.204 -0.926
C -4.013 -1.239 1.217
H 6.071 -0.503 1.246
H -4.993 0.582 1.852
C 1.475 0.857 -0.395
H 3.753 0.492 0.810
C -3.881 -2.055 0.103
H 5.005 2.859 -0.736
H 2.681 -0.825 1.446
C -4.920 -0.036 1.053
H -0.051 -0.447 -0.631

HOMO-LUMO gap, eV: 8.4
Calculated total energy, eV: -27156.9735
Largest force on an atom, eV/A: 19.85
M, g/mol: 306.406
LUMO level, eV: 0.5



(3)
Formula: C17H26N2OS
Source: the OMol25 dataset
Level of theory: ωB97M-V/def2-TZVPD

Positions of all 47 atoms, in Å:
H -0.627 1.056 3.662
H 2.402 -5.734 -0.279
H -1.015 2.070 1.669
C -0.522 4.242 -2.550
H 0.007 -2.721 3.609
C -1.143 0.646 -2.146
O -1.056 -1.936 0.080
H 0.643 -5.688 -0.402
H 0.665 2.959 -1.288
H -1.742 3.277 -0.190
H 0.078 -1.128 -1.948
H -1.624 -1.376 2.081
H 0.448 2.372 -2.942
H -0.764 -0.623 4.192
C 0.648 5.077 -3.055
H 1.397 5.197 -2.275
C 0.603 -2.844 2.717
C 0.677 -4.080 2.106
H -2.151 0.226 -2.063
H 0.756 0.298 -1.149
C -0.167 -0.247 -1.354
H 0.309 6.065 -3.358
N -1.205 2.028 -1.735
H -1.001 4.757 -1.716
H -0.865 0.629 -3.203
C -1.662 2.204 -0.377
C 2.159 -3.195 0.457
H 2.769 -3.325 -0.426
H 1.119 4.599 -3.911
C -1.500 -0.295 2.182
C 1.483 -5.608 0.289
H -2.665 1.772 -0.303
N -1.011 0.162 0.901
H 0.279 1.768 0.513
H 0.122 -4.908 2.521
C -0.065 2.850 -2.104
H 1.400 -6.415 1.014
C 2.082 -1.951 1.051
H 2.628 -1.112 0.645
H -1.266 4.125 -3.338
H -2.476 0.156 2.399
C 1.292 -1.771 2.175
C -0.780 1.581 0.724
C 1.447 -4.273 0.966
C -0.547 0.018 3.338
C -0.777 -0.760 -0.066
S 1.217 -0.146 2.888

HOMO-LUMO gap, eV: 8.7
Calculated total energy, eV: -33914.3427
Largest force on an atom, eV/A: 0.57
M, g/mol: 306.475
SMILES: CCCN1CCC(=O)N(CCSc2ccc(C)cc2)CC1
LUMO level, eV: 0.7



(4)
Formula: C17H26N3O4RuSi
Source: the OMol25 dataset
Level of theory: ωB97M-V/def2-TZVPD

Positions of all 52 atoms, in Å:
O 1.800 -0.575 2.008
H -0.416 4.448 -3.005
C -2.272 -1.159 2.994
C 3.127 -1.767 -0.111
H -1.072 -1.887 -1.661
H -1.467 4.693 0.304
H -3.952 -1.242 1.643
C 0.479 -3.125 3.145
C 2.100 -1.378 -1.139
O 0.444 -3.034 1.840
C 0.226 -0.981 -3.096
H -3.761 1.926 -1.946
C 2.475 -0.783 -2.336
C -0.927 1.555 -0.345
H 2.239 -1.302 2.468
H 1.803 -0.077 -4.246
H -2.589 5.109 -0.999
C -2.880 2.214 -2.522
C 1.526 -0.554 -3.315
C -0.132 3.532 -2.483
Si -1.535 2.905 -1.411
O -2.917 -1.360 4.005
H 2.174 0.883 0.672
H 2.636 -2.424 0.606
Ru -0.108 -1.162 1.128
N -2.082 -1.601 0.631
H 0.138 2.787 -3.236
H -2.347 -1.281 -0.294
H -3.060 3.941 0.242
H -0.542 -0.874 -3.848
C -0.516 0.630 0.346
H 3.238 0.904 2.087
H -2.222 -2.608 0.690
C -2.227 4.292 -0.370
C -0.148 -1.902 3.862
H 0.669 -1.296 4.260
O 0.980 -4.031 3.775
H -2.869 0.158 1.417
N 0.819 -1.689 -0.880
H 4.555 -0.950 1.272
H -3.194 2.948 -3.269
H -0.768 -2.226 4.696
C 3.784 -0.578 0.593
H 0.757 3.742 -1.887
H 4.288 0.071 -0.129
H 3.896 -2.361 -0.609
N -0.913 -1.158 2.884
H -2.519 1.331 -3.054
C 2.762 0.261 1.346
C -0.074 -1.533 -1.870
H 3.513 -0.524 -2.497
C -2.917 -0.907 1.644

<S²>: 0.757
HOMO-LUMO gap (alpha / beta), eV: 7.8 / 7.4
Calculated total energy, eV: -41171.6860
Largest force on an atom, eV/A: 0.76
M, g/mol: 465.568
2S+1: 2
LUMO level (alpha / beta), eV: -0.2 / -0.8



(5)
Formula: C17H26N4O3
Source: the OMol25 dataset
Level of theory: ωB97M-V/def2-TZVPD

Positions of all 50 atoms, in Å:
O -0.657 -1.420 0.607
H 6.185 0.652 -5.032
C 5.299 -1.055 -0.983
N -0.316 0.782 0.887
C -4.489 -0.824 2.344
H -0.005 4.033 -0.119
O 5.686 0.140 -3.073
N 6.266 -1.999 -3.083
H 0.151 2.542 -1.147
H 1.343 -0.907 -0.674
H -4.769 0.228 2.546
H 5.656 -1.979 -0.532
H 6.945 -2.022 -5.138
H 5.698 -0.207 -0.427
N 3.855 -0.961 -0.898
H -2.895 0.902 1.156
C -0.340 3.025 -0.315
C 6.525 -1.446 -4.332
C 1.121 0.516 0.932
H -2.468 0.515 3.571
O 3.840 1.041 0.158
H -3.032 -1.674 -0.457
C -2.642 -0.151 0.974
H -6.345 -1.221 1.340
H -2.224 1.960 -0.736
H -2.685 -1.142 4.173
C -1.132 -0.310 0.780
H -0.646 2.653 1.840
C 6.168 -0.150 -4.317
C -3.356 -0.646 -0.283
H 3.297 -1.703 -1.284
H -3.038 -0.055 -1.146
H -2.439 3.427 0.315
C -1.767 2.668 -0.061
H -5.368 -0.992 -0.991
C -5.276 -1.334 1.147
H 1.420 0.777 -1.191
C 5.781 -1.025 -2.394
C 1.717 0.079 -0.405
C -2.330 -0.553 3.327
N -3.053 -0.945 2.132
H -4.744 -1.398 3.237
C -0.702 2.167 0.872
H -5.182 0.466 -0.027
H -5.072 -2.400 1.021
H -1.265 -0.748 3.208
C -4.868 -0.580 -0.112
H 1.301 -0.266 1.672
C 3.230 0.114 -0.344
H 1.618 1.426 1.261

HOMO-LUMO gap, eV: 9.4
Calculated total energy, eV: -30153.5715
Largest force on an atom, eV/A: 0.39
M, g/mol: 334.420
SMILES: CN1CCCC[C@@H]1C(=O)N(CCC(=O)NCc1ncco1)C1CC1
LUMO level, eV: 0.8



(6)
Formula: C17H26N6
Source: the OMol25 dataset
Level of theory: ωB97M-V/def2-TZVPD

Positions of all 49 atoms, in Å:
H -4.427 0.076 3.820
N 2.880 -0.557 0.112
H -2.097 -2.303 3.201
H 3.447 3.892 -0.958
C 1.312 -2.048 2.816
H 1.680 0.637 -1.190
H 2.026 3.129 -1.624
C -1.056 -2.484 3.482
H 3.023 -0.774 -2.595
C 2.730 0.514 -0.890
C -0.334 -1.044 1.482
H -1.668 -1.527 -0.934
H 2.307 1.380 -3.530
C -3.868 1.003 3.701
H 3.107 3.914 -3.914
H -1.917 0.075 3.748
H 4.267 1.726 -0.057
H -4.561 0.616 1.112
H 3.992 1.067 -4.015
C 1.872 -0.958 0.906
C -1.707 -0.741 1.119
H -3.796 1.516 4.673
N 0.607 -0.705 0.584
H -0.954 -3.571 3.373
C -2.653 -0.039 1.816
H -0.932 -2.232 4.542
C 3.219 1.844 -0.324
N -3.703 0.060 0.922
N 3.805 2.547 -2.531
H -4.472 1.606 3.017
C -1.701 2.028 2.903
N 2.273 -1.614 1.980
C -2.225 -1.026 -0.148
H 3.794 -0.758 0.472
C 4.083 3.615 -3.506
H -2.262 2.787 2.349
H 2.699 2.082 0.618
H 4.752 3.281 -4.315
C -2.496 0.715 3.079
H -1.452 2.452 3.866
N -3.425 -0.498 -0.276
H 1.650 -2.629 3.696
C 3.080 2.950 -1.326
H 4.520 4.483 -3.014
C 3.463 0.140 -2.172
H 4.501 -0.009 -1.950
H -0.756 1.821 2.392
C -0.040 -1.803 2.603
C 3.344 1.295 -3.187

HOMO-LUMO gap, eV: 8.8
Calculated total energy, eV: -26991.6748
Largest force on an atom, eV/A: 2.41
M, g/mol: 314.437
SMILES: Cc1cnc(NC2CCN(C)CC2)nc1-c1cn[nH]c1C(C)C
LUMO level, eV: 0.7



(7)
Formula: C17H27AlBeBr2Cl4FLiNNaO8P
Source: the OMol25 dataset
Level of theory: ωB97M-V/def2-TZVPD

Positions of all 65 atoms, in Å:
H -2.834 -3.012 2.085
Li -2.474 -2.615 6.038
H 1.264 9.024 -7.015
O -1.105 2.245 -1.962
H -0.367 8.548 -7.477
H 5.808 -0.655 2.495
H -1.410 5.026 -5.673
H 0.243 -4.549 4.511
C 5.700 -1.749 2.671
H 0.417 6.125 -7.598
O 3.672 -4.225 0.564
C 4.284 -3.692 1.696
C -0.526 -4.242 3.748
H -0.660 6.842 -4.149
Cl -4.708 -1.004 6.078
H -0.540 -4.167 1.411
Br -1.481 -5.079 0.058
C -5.589 0.125 5.021
C -0.794 -2.703 3.982
H -1.674 0.303 -0.651
P 2.016 -4.390 0.682
O 0.698 6.744 -5.642
H 5.252 -1.948 3.673
Al -5.957 -4.347 3.373
Na 1.616 3.563 -2.254
C -0.636 6.995 -5.229
H -6.238 -0.446 4.363
C -0.150 -0.764 2.407
C 0.966 6.884 -7.029
H -0.895 8.046 -5.399
H 6.721 -2.230 2.692
Cl -4.478 1.082 4.045
C -2.376 -1.378 0.594
H 0.059 -5.732 2.259
N 0.109 2.057 -1.905
H 2.026 6.661 -7.159
H 0.127 -2.289 4.481
H 0.332 0.888 0.942
H 0.957 8.336 -8.622
O 1.418 -4.158 2.231
C -1.656 6.070 -5.877
Br -3.443 -5.110 3.946
H -6.182 0.790 5.643
Be 5.685 -2.477 -2.384
H 0.728 -5.954 -0.100
C 0.088 -4.614 2.360
O 0.773 2.516 -0.934
F 1.640 -5.788 3.522
O 1.690 -5.881 0.087
C 0.686 8.279 -7.567
Cl 4.899 -1.650 -0.069
C -1.481 -0.275 0.283
H -1.470 -4.832 3.977
C -1.047 -1.859 2.703
H -1.614 -2.601 4.758
H -3.222 -1.665 -0.067
C -2.177 -2.160 1.791
H 0.712 -0.464 3.049
C -0.355 0.036 1.203
Cl 4.363 -4.463 3.268
O 0.693 1.420 -2.804
H -1.688 6.193 -6.961
C 4.914 -2.480 1.539
O 1.326 -3.427 -0.215
H -2.654 6.279 -5.489

HOMO-LUMO gap, eV: 1.3
Calculated total energy, eV: -249697.4231
Net charge: +3
Largest force on an atom, eV/A: 4.67
M, g/mol: 790.919
LUMO level, eV: -13.3



(8)
Formula: C17H27Cl3MoNSeSi
Source: the OMol25 dataset
Level of theory: ωB97M-V/def2-TZVPD

Positions of all 51 atoms, in Å:
Cl 0.006 1.215 -5.429
H 5.076 -2.124 -1.404
H 5.024 2.353 0.077
H -1.315 2.264 3.441
H -3.140 -2.523 -1.309
H 6.535 -0.674 1.763
C -2.834 2.819 0.644
H -0.642 2.968 1.974
C -1.453 0.987 1.727
C -0.747 2.043 2.534
N -0.870 0.010 -2.240
H -2.178 3.407 -0.003
H -2.822 3.282 1.628
C -0.996 0.005 -3.380
Mo -0.631 0.020 -0.229
H 5.005 0.159 2.028
H 0.247 1.717 2.830
C -3.658 -2.042 -0.475
Cl -0.681 -1.616 -5.376
H 5.108 -0.794 -2.596
C -2.419 1.381 0.744
H 5.070 1.996 -1.671
C -1.260 -0.394 2.026
H -0.938 -1.695 3.686
C 5.536 1.792 -0.706
C -3.994 0.806 -1.153
C -1.132 -0.003 -4.850
H -3.732 1.775 -1.570
C 5.573 -1.197 -1.695
H 0.557 -1.087 2.993
C -1.886 -1.379 1.205
H 6.565 2.172 -0.756
H -4.583 -1.622 -0.856
H -5.009 0.879 -0.753
C -0.473 -0.822 3.234
H -2.319 -3.198 2.237
H -3.919 -2.821 0.239
H 6.610 -1.451 -1.951
C -2.824 -0.990 0.201
Se 1.613 0.017 -0.105
C 5.511 -0.561 1.383
Cl -2.776 0.390 -5.264
C -1.633 -2.836 1.465
Si 5.555 0.013 -0.341
H -4.012 0.085 -1.967
H -0.619 -3.012 1.816
H -3.842 2.902 0.249
H -1.792 -3.439 0.576
H 5.028 -1.536 1.462
H -0.448 -0.033 3.981
C -3.041 0.392 -0.065

<S²>: 2.209
HOMO-LUMO gap (alpha / beta), eV: 6.9 / 7.9
Calculated total energy, eV: -132177.1025
Net charge: +3
Largest force on an atom, eV/A: 1.27
M, g/mol: 554.755
2S+1: 3
LUMO level (alpha / beta), eV: -11.2 / -11.1



(9)
Formula: C17H27ClN2O3
Source: the OMol25 dataset
Level of theory: ωB97M-V/def2-TZVPD

Positions of all 50 atoms, in Å:
C 2.817 0.039 -7.876
C -3.986 0.414 6.124
H -1.935 -0.308 1.847
O -3.818 1.810 6.196
C 1.827 -2.211 -2.720
H 1.906 0.582 -8.111
C 1.209 -1.746 -0.308
H 3.528 -1.355 -6.383
H -1.872 2.061 3.477
H 2.089 2.772 -1.950
C -0.968 -0.204 2.342
C 1.357 2.764 -2.764
H 3.612 0.758 -7.704
C -1.156 -0.465 3.835
H 1.392 3.717 -3.291
H -0.233 -0.197 4.380
C 1.441 0.037 -2.054
H 0.982 -1.120 2.274
H -4.208 2.135 4.201
O 2.265 0.069 -5.574
N -2.316 0.228 4.368
C -2.702 -0.281 5.673
H -4.792 0.172 5.414
C 1.494 -1.316 -1.721
H 1.800 -1.534 -6.795
H -0.574 -0.795 -0.167
H -0.345 -2.213 1.833
H 1.188 0.721 -1.261
H -1.328 -1.536 3.979
C 2.092 -1.792 -4.019
H 0.355 2.618 -2.347
N 0.301 -0.823 0.350
C -3.418 2.317 4.945
C -2.122 1.666 4.462
C 1.699 0.486 -3.334
H 2.345 -2.533 -4.759
H -4.272 0.086 7.125
C 2.029 -0.449 -4.344
H 0.830 -2.782 -0.306
H 3.082 -0.597 -8.716
H -2.880 -1.356 5.596
H 2.148 -1.744 0.261
H -1.306 1.915 5.164
H -3.284 3.392 5.079
C 2.607 -0.807 -6.630
O 1.665 1.788 -3.728
C 0.033 -1.179 1.730
Cl 1.940 -3.909 -2.388
H -0.604 0.809 2.168
H -1.913 -0.106 6.426

HOMO-LUMO gap, eV: 8.7
Calculated total energy, eV: -39711.1626
Largest force on an atom, eV/A: 0.46
M, g/mol: 342.867
SMILES: CCOc1cc(Cl)c(CNCCCN2CCOCC2)cc1OC
LUMO level, eV: 0.8